The following is a DFT calculation (ωB97M-V/def2-TZVPD) of 2 unconnected molecules or ions with the total composition C9H27BN3O4P2.

Net charge ... -1
E ... -1531.7504 a.u.
HOMO energy ... -3.040 eV

Each atom is followed by the atoms it is bonded to, with distances in Å.
CARTESIAN COORDINATES (ANGSTROEM)
1 P 1.526 -0.335 -1.239  O6 1.548, N7 1.690, N8 1.726, N9 1.780
2 P -2.765 1.577 2.527  O3 1.742, C18 1.938, B19 1.947
3 O -2.340 -0.094 2.281  P2 1.742, H28 1.002
4 O -6.536 3.267 2.720  C17 1.489, H24 1.021
5 O -7.945 1.681 1.520  C17 1.361
6 O 1.399 1.020 -0.501  P1 1.548
7 N 1.616 -1.179 0.222  P1 1.690, C12 1.446, C13 1.460
8 N 3.070 0.113 -1.868  P1 1.726, C10 1.449, C14 1.477
9 N 1.673 -1.892 -2.088  P1 1.780, C11 1.452, C16 1.463
10 C 4.348 -0.350 -1.366  N8 1.449, H22 1.095, H37 1.097, H44 1.092
11 C 1.468 -3.232 -1.568  N9 1.452, H33 1.093, H35 1.093, H41 1.097
12 C 2.721 -1.794 0.923  N7 1.446, H26 1.095, H30 1.081, H42 1.097
13 C 0.399 -1.234 1.028  N7 1.460, H25 1.097, H39 1.096, H43 1.093
14 C 3.227 1.541 -2.208  N8 1.477, H21 1.095, H34 1.090, H45 1.100
15 C -5.445 1.197 1.220  C17 1.639, B19 1.645, H27 1.188, H29 1.190
16 C 2.251 -1.942 -3.430  N9 1.463, H23 1.097, H36 1.094, H46 1.096
17 C -6.683 2.072 1.845  O4 1.489, O5 1.361, C15 1.639
18 C -1.203 2.685 2.228  P2 1.938, H31 1.178, H32 1.184, H40 1.185
19 B -4.015 2.001 1.096  P2 1.947, C15 1.645, H20 1.199, H38 1.188
20 H -3.481 1.593 0.104  B19 1.199
21 H 4.037 1.698 -2.928  C14 1.095
22 H 4.418 -1.442 -1.408  C10 1.095
23 H 1.759 -2.695 -4.059  C16 1.097
24 H -7.291 3.145 3.397  O4 1.021
25 H 0.007 -0.230 1.231  C13 1.097
26 H 2.937 -1.278 1.863  C12 1.095
27 H -5.260 0.212 1.858  C15 1.188
28 H -2.623 -0.683 3.041  O3 1.002
29 H -5.796 0.835 0.142  C15 1.190
30 H 3.647 -1.855 0.369  C12 1.081
31 H -0.721 2.930 3.275  C18 1.178
32 H -0.450 2.141 1.494  C18 1.184
33 H 0.682 -3.282 -0.810  C11 1.093
34 H 3.440 2.142 -1.323  C14 1.090
35 H 2.395 -3.640 -1.157  C11 1.093
36 H 3.316 -2.189 -3.393  C16 1.094
37 H 5.171 -0.006 -2.003  C10 1.097
38 H -4.121 3.177 0.963  B19 1.188
39 H 0.554 -1.706 2.005  C13 1.096
40 H -1.611 3.651 1.676  C18 1.185
41 H 1.132 -3.922 -2.352  C11 1.097
42 H 2.482 -2.838 1.161  C12 1.097
43 H -0.375 -1.805 0.511  C13 1.093
44 H 4.542 0.006 -0.353  C10 1.092
45 H 2.316 1.933 -2.684  C14 1.100
46 H 2.128 -0.992 -3.961  C16 1.096